# 1
12
Properties=species:S:1:pos:R:3 method="wB97M-V/def2-TZVPD" smiles="O=C1NCCN1" fmax_ev_per_a=0.85 e_above_lowest_kcal_mol=5.6 total_charge=0 e_tot_ev=-8236.45802 orbital_gap_ev=10.62 lumo_ha=0.031
O -1.260 2.276 -0.011
C -0.661 1.225 0.026
N -1.210 -0.035 -0.079
C -0.204 -1.029 -0.392
C 1.061 -0.361 0.167
N 0.736 1.060 0.205
H -2.153 -0.099 -0.426
H -0.137 -1.202 -1.473
H -0.386 -1.979 0.114
H 1.248 -0.714 1.185
H 1.959 -0.546 -0.429
H 1.006 1.403 1.113

=====

# 2
9
Properties=species:S:1:pos:R:3 method="wB97M-V/def2-TZVPD" fmax_ev_per_a=3.02 e_above_lowest_kcal_mol=9.1 total_charge=0 e_tot_ev=-23476.45168 orbital_gap_ev=10.10 lumo_ha=-0.006
C 1.725 0.249 -0.547
O -2.063 0.197 -1.186
O -0.724 -0.991 0.503
O 0.691 0.709 -0.987
F -1.216 1.418 0.942
F -0.770 -1.734 1.701
S -2.023 0.108 0.224
H 2.029 -0.817 -0.644
H 2.352 0.860 -0.006

=====

# 3
99
Properties=species:S:1:pos:R:3 method="wB97M-V/def2-TZVPD" fmax_ev_per_a=0.32 e_above_lowest_kcal_mol=0.0 total_charge=+4 e_tot_ev=-73141.68381 orbital_gap_ev="5.60 / 5.60" lumo_ha="-0.372 / -0.372"
Pt -0.576 -0.614 0.966
C -2.139 -3.787 5.199
N -1.330 -3.291 4.075
C -0.252 -3.936 3.533
C 0.205 -3.158 2.513
N -0.586 -2.041 2.445
C -1.519 -2.150 3.392
P -2.752 -0.865 3.759
C -1.631 0.561 3.673
N -0.747 0.852 2.713
C -0.198 2.059 3.057
C -0.746 2.483 4.232
N -1.643 1.533 4.609
C -2.484 1.603 5.812
C -3.360 -0.663 2.053
N -2.600 -0.396 0.978
C -3.444 -0.008 -0.032
C -4.717 -0.031 0.446
N -4.649 -0.438 1.745
C -5.817 -0.643 2.618
H -1.678 -4.695 5.574
H -3.148 -4.012 4.861
H -2.164 -3.048 5.996
H 0.089 -4.887 3.905
H 1.024 -3.324 1.838
H 0.544 2.551 2.462
H -0.576 3.374 4.812
H -2.202 2.490 6.371
H -2.325 0.728 6.437
H -3.533 1.682 5.534
H -3.123 0.268 -1.016
H -5.652 0.187 -0.041
H -6.655 -0.097 2.196
H -5.609 -0.262 3.614
H -6.061 -1.702 2.666
N 0.042 4.969 -3.605
C -0.079 5.482 -4.870
C 0.141 6.761 -5.388
C -0.087 6.909 -6.734
C -0.520 5.835 -7.555
C -0.737 4.585 -7.047
C -0.514 4.403 -5.669
N -0.664 3.287 -4.904
C -0.332 3.648 -3.679
C -0.367 2.715 -2.594
C 0.082 2.969 -1.289
C 0.001 1.994 -0.327
N -0.494 0.761 -0.565
C -0.948 0.508 -1.823
C -0.897 1.428 -2.828
H 0.263 5.503 -2.782
H 0.468 7.588 -4.774
H 0.066 7.878 -7.190
H -0.682 6.024 -8.608
H -1.072 3.764 -7.665
H 0.501 3.926 -1.007
H 0.352 2.180 0.675
H -1.376 -0.465 -2.002
H -1.278 1.188 -3.811
O 1.475 -0.903 1.020
C 2.332 -0.054 1.492
O 2.151 1.118 1.760
C 3.739 -0.641 1.708
N 4.459 0.270 2.678
C 5.791 0.662 2.070
C 5.471 0.664 0.589
C 4.603 -0.587 0.428
H 3.674 -1.638 2.139
H 4.569 -0.146 3.603
H 3.855 1.102 2.766
H 6.513 -0.106 2.339
H 6.104 1.616 2.486
H 6.372 0.632 -0.019
H 4.915 1.565 0.324
H 5.230 -1.478 0.371
H 3.979 -0.540 -0.465
C 2.505 -3.413 -3.401
N 2.408 -2.595 -2.143
C 2.586 -3.473 -0.951
C 1.194 -1.672 -2.014
C -0.071 -2.380 -1.605
C -0.604 -3.300 -2.519
C -1.696 -4.096 -2.229
C -2.290 -3.977 -0.985
C -1.840 -3.005 -0.103
C -0.766 -2.167 -0.402
H 3.505 -3.837 -3.441
H 2.341 -2.769 -4.262
H 1.776 -4.213 -3.366
H 3.204 -1.958 -2.189
H 1.797 -4.221 -0.964
H 2.504 -2.866 -0.053
H 3.555 -3.962 -1.015
H 1.095 -1.183 -2.983
H 1.482 -0.932 -1.271
H -0.165 -3.372 -3.504
H -2.074 -4.794 -2.963
H -3.128 -4.604 -0.712
H -2.368 -2.905 0.834